Density functional theory data (ωB97M-V/def2-TZVPD) for a cluster of 2 separate species, C5H8F6NP in total at a distorted geometry.

Each atom is followed by the atoms it is bonded to, with distances in Å.
Element x y z (Å)
1 C 0.54 -0.71 -1.80  P13 1.774, H14 1.045, H15 1.191, H16 1.177
2 C 2.10 -0.41 0.69  P13 1.866, H17 1.069, H18 1.115, H19 1.123
3 C -0.71 -0.52 0.61  C5 1.490, N6 1.328, P13 1.846
4 C -0.09 2.09 -0.30  F7 1.349, F8 1.392, F9 1.334
5 C -2.00 -0.88 -0.03  C3 1.490, F10 1.312, F11 1.382, F12 1.324
6 N -0.73 -0.34 1.92  C3 1.328, H20 0.989, H21 1.117
7 F -1.09 2.32 -1.18  C4 1.349
8 F 0.96 2.95 -0.61  C4 1.392
9 F -0.48 2.44 0.92  C4 1.334
10 F -2.31 -0.14 -1.06  C5 1.312
11 F -3.05 -0.75 0.86  C5 1.382
12 F -1.98 -2.14 -0.45  C5 1.324
13 P 0.74 -1.36 -0.17  C1 1.774, C2 1.866, C3 1.846
14 H -0.14 -1.25 -2.38  C1 1.045
15 H 1.60 -0.80 -2.35  C1 1.191
16 H 0.51 0.46 -1.67  C1 1.177
17 H 2.92 -1.07 0.82  C2 1.069
18 H 1.98 0.21 1.62  C2 1.115
19 H 2.51 0.20 -0.15  C2 1.123
20 H -1.58 -0.10 2.37  N6 0.989
21 H 0.30 -0.18 2.34  N6 1.117

As for the net charge: 0. Its LUMO energy (spin up / spin down) is -0.21 / -0.86 eV. For the highest occupied orbital energy (spin up / spin down), the calculation gives -8.8 / -7.2 eV. The gap between HOMO and LUMO (spin up / spin down) is 0.3164 / 0.2323 hartree.